No. 1
14
Properties=species:S:1:pos:R:3:forces:R:3:nbo_charge:R:1 method="wB97M-V/def2-TZVPD" gap_ev=9.5 smiles="CC(C)=C=CO" de_lowest_ev=2.6882
C -0.899 1.096 -0.765 -0.050 0.095 -0.130 -0.66
C 0.223 0.146 -0.465 0.379 0.253 -0.398 0.07
C 0.286 -1.185 -1.150 -0.048 -0.104 -0.137 -0.65
O -0.089 -0.357 2.310 -0.283 0.034 0.628 -0.70
C 1.101 0.403 0.489 -0.633 -0.271 0.401 -0.12
C 1.071 0.188 1.779 0.170 0.072 0.087 0.05
H -0.938 1.900 -0.024 0.098 -0.065 -0.187 0.23
H -0.828 1.536 -1.762 -0.033 -0.010 -0.001 0.23
H -1.845 0.545 -0.720 0.047 0.015 -0.105 0.22
H 0.982 -1.842 -0.622 -0.054 0.121 -0.161 0.23
H 0.596 -1.100 -2.195 -0.062 -0.023 0.023 0.23
H -0.706 -1.642 -1.126 -0.017 -0.015 -0.127 0.22
H -0.824 -0.081 1.743 0.275 -0.247 0.187 0.47
H 1.813 0.332 2.545 0.211 0.144 -0.080 0.19

---

No. 2
14
Properties=species:S:1:pos:R:3:forces:R:3:nbo_charge:R:1 method="wB97M-V/def2-TZVPD" gap_ev=9.1 de_lowest_ev=6.3249
C -1.047 0.785 -0.551 0.652 -0.148 -0.805 -0.37
C -1.472 -0.210 0.501 0.138 -0.400 -0.048 -0.39
C -0.011 0.035 0.176 -0.161 -0.108 0.106 -0.23
C 0.850 -0.895 -0.572 -0.371 0.122 -1.381 0.21
O 1.986 -0.562 0.145 -0.017 0.180 -0.595 -0.50
C 1.255 0.443 0.913 -0.022 0.062 0.138 -0.04
H -0.656 0.307 -1.789 -1.475 1.372 2.289 0.18
H -1.189 1.824 -0.202 0.019 -0.370 -0.821 0.22
H -1.861 0.094 1.482 0.048 0.188 -0.551 0.22
H -1.832 -1.183 0.189 0.002 0.025 0.013 0.22
H 0.782 -1.940 -0.849 -0.162 -0.042 0.270 0.19
H 0.255 -0.352 -2.148 1.464 -0.681 1.546 -0.09
H 1.283 0.210 1.982 0.100 -0.043 -0.189 0.19
H 1.659 1.445 0.722 -0.214 -0.158 0.027 0.19

---

No. 3
14
Properties=species:S:1:pos:R:3:forces:R:3:nbo_charge:R:1 method="wB97M-V/def2-TZVPD" gap_ev=8.0 smiles="C=C/C=C(/C)O" de_lowest_ev=2.8777
C 1.842 1.505 1.420 0.445 -0.123 0.424 -0.43
C 0.707 1.011 0.916 0.030 -0.858 -0.004 -0.19
C 0.554 -0.251 0.132 -0.292 1.421 2.658 -0.41
C -0.695 -0.710 -0.200 0.782 -0.449 -0.789 0.41
O -1.722 -0.766 0.680 0.367 1.242 -0.059 -0.64
C -1.003 -1.037 -1.630 0.730 -1.645 0.418 -0.69
H 1.921 2.524 1.782 -0.308 -0.028 -0.029 0.19
H 2.774 0.947 1.562 -0.404 -0.117 -0.400 0.18
H -0.139 1.681 0.876 -0.287 0.078 0.080 0.19
H 1.462 -0.845 0.208 0.035 -0.002 -1.776 0.23
H -2.553 -0.775 0.203 -0.414 0.019 -0.141 0.47
H -1.725 -0.322 -2.009 -0.247 0.130 -0.076 0.23
H -0.067 -0.885 -2.172 -0.302 -0.161 -0.161 0.24
H -1.356 -2.078 -1.768 -0.135 0.493 -0.145 0.21

---

No. 4
14
Properties=species:S:1:pos:R:3:forces:R:3:nbo_charge:R:1 method="wB97M-V/def2-TZVPD" gap_ev=10.0 smiles="C[C@@H]1C=CCO1" de_lowest_ev=2.0356
C -1.301 -0.529 1.378 0.288 0.348 -0.825 -0.65
C 0.009 -0.753 0.341 -1.038 0.827 0.733 0.08
O -0.145 -0.849 -1.098 -0.856 0.030 0.578 -0.52
C 0.327 0.341 -1.760 -0.168 -0.103 0.295 -0.10
C 1.147 1.040 -0.709 -0.111 -0.172 0.007 -0.22
C 1.072 0.343 0.421 -0.628 -0.117 0.883 -0.22
H -2.033 -1.379 1.406 0.847 0.533 -0.646 0.21
H -1.000 -0.443 2.457 0.367 0.127 -1.142 0.21
H -1.832 0.368 1.090 -0.308 0.306 0.127 0.20
H 0.109 -1.721 0.787 1.849 -0.955 -0.705 0.19
H 0.929 0.064 -2.647 -0.235 -0.136 0.450 0.19
H -0.518 0.946 -2.132 0.137 -0.113 0.209 0.18
H 1.666 1.990 -0.889 -0.060 -0.661 0.161 0.22
H 1.570 0.581 1.355 -0.085 0.087 -0.126 0.21

---

No. 5
14
Properties=species:S:1:pos:R:3:forces:R:3:nbo_charge:R:1 method="wB97M-V/def2-TZVPD" gap_ev=10.6 smiles=CCC#CCO de_lowest_ev=2.1447
C 0.417 -2.035 1.203 0.023 -0.052 -0.011 -0.60
C 0.324 -0.529 1.516 0.007 0.014 0.004 -0.48
C 0.328 0.313 0.314 0.005 0.287 -0.430 0.01
C 0.242 0.989 -0.682 -0.084 -0.278 0.389 -0.07
C -0.145 1.773 -1.867 0.374 -0.044 0.008 -0.13
O -1.530 2.068 -1.840 -0.155 -0.102 -0.046 -0.70
H 1.457 -2.373 1.181 -0.132 0.069 -0.040 0.21
H -0.116 -2.623 1.955 0.140 0.090 -0.043 0.21
H -0.025 -2.259 0.228 0.010 0.056 0.150 0.22
H -0.609 -0.311 2.045 0.067 -0.054 -0.029 0.23
H 1.131 -0.221 2.192 -0.111 -0.062 -0.125 0.23
H 0.119 1.218 -2.781 -0.005 0.098 0.173 0.18
H 0.380 2.733 -1.899 -0.063 -0.179 0.038 0.20
H -1.973 1.256 -1.566 -0.077 0.154 -0.039 0.47

---

No. 6
14
Properties=species:S:1:pos:R:3:forces:R:3:nbo_charge:R:1 method="wB97M-V/def2-TZVPD" gap_ev=10.7 smiles="O=CCC1C=C1.[H][H]" de_lowest_ev=4.0260
O -1.324 1.842 -0.069 -0.075 -0.517 0.316 -0.52
C -1.249 0.786 0.515 -0.009 0.316 -0.161 0.45
C -1.068 -0.560 -0.135 -0.021 0.037 -0.087 -0.53
C 0.326 -1.124 0.161 -0.153 -0.214 -0.076 -0.23
C 1.571 -0.295 0.040 0.001 0.018 0.227 -0.17
C 1.200 -0.567 1.250 0.126 0.106 -0.150 -0.20
H 0.165 1.771 -1.818 0.085 -0.010 -0.086 0.03
H -1.284 0.758 1.626 -0.001 0.065 -0.089 0.10
H -1.257 -0.478 -1.211 0.103 0.015 0.134 0.23
H -1.818 -1.243 0.288 0.079 0.114 -0.019 0.22
H 0.391 -2.193 -0.063 0.005 0.154 0.049 0.18
H 0.741 1.596 -2.258 -0.025 0.031 -0.026 -0.04
H 2.262 0.177 -0.643 -0.150 -0.082 0.173 0.23
H 1.344 -0.470 2.316 0.035 -0.034 -0.205 0.23

---

No. 7
14
Properties=species:S:1:pos:R:3:forces:R:3:nbo_charge:R:1 method="wB97M-V/def2-TZVPD" gap_ev=10.1 de_lowest_ev=3.1981
C 1.660 0.364 -0.231 0.023 -0.135 0.062 -0.61
C 0.340 0.187 0.516 -0.002 -0.155 0.133 -0.25
C -0.450 -1.137 0.340 -0.601 -0.325 0.243 -0.51
C -1.737 -0.211 -0.161 -0.224 -1.110 0.966 0.46
O -2.900 -0.347 -0.464 0.532 -0.406 0.394 -0.58
C -0.820 0.905 -0.126 0.018 -0.428 -0.756 -0.35
H 1.538 0.087 -1.287 0.017 -0.017 0.195 0.20
H 1.988 1.413 -0.212 -0.093 -0.228 0.064 0.22
H 2.457 -0.250 0.196 -0.050 0.063 -0.031 0.21
H 0.460 0.433 1.576 -0.068 0.070 -0.104 0.21
H -0.813 -1.580 1.259 0.325 -0.214 0.340 0.23
H 0.083 -1.899 -0.254 -0.681 0.235 -0.068 0.22
H -1.047 1.985 -0.029 0.084 -0.627 -0.966 0.24
H -0.757 0.050 -1.123 0.720 3.275 -0.472 0.29

---

No. 8
14
Properties=species:S:1:pos:R:3:forces:R:3:nbo_charge:R:1 method="wB97M-V/def2-TZVPD" gap_ev=10.4 smiles="O=C1CCCC1" de_lowest_ev=0.4224
O -0.569 2.380 -0.540 -0.310 -0.429 0.597 -0.54
C -0.325 1.287 -0.073 -0.194 0.515 -0.214 0.61
C -1.310 0.168 0.166 -0.087 0.005 -0.029 -0.52
C -0.518 -1.105 -0.172 -0.037 -0.023 -0.071 -0.40
C 0.980 -0.775 0.094 -0.003 0.068 0.030 -0.41
C 1.098 0.779 0.033 0.006 0.133 -0.084 -0.55
H -1.614 0.192 1.220 0.054 -0.027 -0.109 0.23
H -2.193 0.323 -0.456 0.004 -0.044 0.159 0.24
H -0.877 -1.966 0.404 0.219 0.157 -0.091 0.21
H -0.656 -1.362 -1.227 -0.012 0.135 0.100 0.20
H 1.626 -1.358 -0.575 -0.099 0.453 0.017 0.22
H 1.241 -1.117 1.104 -0.025 0.250 -0.139 0.21
H 1.693 1.184 0.859 -0.444 -0.005 0.035 0.24
H 1.425 1.371 -0.837 0.928 -1.191 -0.202 0.26

---

No. 9
14
Properties=species:S:1:pos:R:3:forces:R:3:nbo_charge:R:1 method="wB97M-V/def2-TZVPD" gap_ev=5.0 de_lowest_ev=5.4772
C -2.595 0.100 -0.005 0.682 -2.503 0.421 -0.68
C -1.250 0.155 0.654 2.878 -1.422 -3.229 0.07
C -0.041 0.179 -0.182 -5.040 0.165 1.311 -0.34
C 1.203 0.071 0.336 3.595 0.010 0.470 0.08
C 2.603 -0.142 -0.387 -0.821 0.698 2.735 -0.10
O 3.457 -0.745 0.416 -0.280 0.448 -0.500 -0.75
H -2.883 -1.030 -0.286 0.804 2.293 0.691 0.26
H -3.411 0.475 0.585 -0.228 0.350 0.133 0.24
H -2.397 0.612 -0.904 -0.748 0.688 -1.349 0.23
H -1.104 -0.160 1.656 0.028 0.269 1.096 0.20
H -0.225 0.256 -1.251 0.220 0.084 -0.032 0.21
H 1.334 0.042 1.441 -0.122 -0.009 -0.792 0.21
H 2.873 0.904 -0.796 -0.312 -0.502 0.352 0.17
H 2.437 -0.715 -1.278 -0.656 -0.570 -1.307 0.20

---

No. 10
14
Properties=species:S:1:pos:R:3:forces:R:3:nbo_charge:R:1 method="wB97M-V/def2-TZVPD" gap_ev=8.6 de_lowest_ev=5.2412
C -0.956 -1.002 -0.245 0.075 -0.137 -0.132 -0.60
C -0.672 0.121 -1.238 -0.245 0.009 0.218 0.13
C -0.786 1.068 -0.035 0.090 0.145 -0.078 -0.60
C -0.418 -0.108 0.891 -0.264 0.009 0.111 0.09
O 0.978 -0.275 1.031 0.084 -0.002 0.063 -0.52
C 1.707 -0.010 -0.144 0.186 0.048 -0.058 -0.24
H -2.049 -1.081 -0.194 0.082 0.001 0.063 0.26
H -0.528 -1.999 -0.397 -0.112 0.167 -0.081 0.23
H 1.088 -0.077 -1.074 0.088 -0.054 0.045 0.19
H -1.850 1.322 0.050 0.096 -0.027 0.065 0.26
H -0.200 1.994 -0.007 -0.140 -0.138 -0.097 0.23
H -0.839 -0.178 1.900 0.087 0.016 -0.209 0.20
H 2.498 -0.757 -0.249 -0.023 0.118 0.074 0.20
H 2.127 1.003 -0.135 -0.004 -0.156 0.017 0.18

---

No. 11
14
Properties=species:S:1:pos:R:3:forces:R:3:nbo_charge:R:1 method="wB97M-V/def2-TZVPD" gap_ev=10.9 smiles="C[C@H]1C[C@H]1C=O" de_lowest_ev=1.1240
C 0.954 -0.943 0.994 -0.046 0.037 0.019 -0.62
C 0.073 -0.848 -0.230 0.059 -0.152 -0.016 -0.18
C -1.316 -0.312 -0.213 -0.100 -0.077 0.092 -0.40
C -0.237 0.479 -0.918 -0.038 0.213 -0.180 -0.37
C 0.136 1.785 -0.319 -0.085 0.013 0.316 0.44
O -0.162 2.132 0.804 0.221 -0.150 -0.359 -0.54
H 0.860 -0.060 1.632 -0.017 -0.124 -0.096 0.23
H 0.677 -1.823 1.584 0.039 0.112 -0.050 0.21
H 2.006 -1.054 0.701 -0.217 0.065 0.073 0.21
H 0.236 -1.648 -0.951 0.016 0.133 0.090 0.21
H -1.652 0.139 0.718 0.029 -0.074 -0.176 0.24
H -2.088 -0.775 -0.826 0.244 0.059 0.167 0.22
H -0.190 0.451 -2.001 -0.060 0.064 0.074 0.22
H 0.704 2.477 -0.975 -0.046 -0.120 0.047 0.11

---

No. 12
14
Properties=species:S:1:pos:R:3:forces:R:3:nbo_charge:R:1 method="wB97M-V/def2-TZVPD" gap_ev=8.8 smiles="C=C=C[C@H](C)O" de_lowest_ev=3.3901
C 1.913 0.453 -0.449 -0.085 -0.671 0.071 -0.64
C -1.540 0.081 0.082 -0.314 1.453 0.435 0.23
C -0.463 0.813 0.292 -0.259 -0.773 -0.467 -0.38
C 0.796 0.068 0.504 -0.315 -2.469 -0.474 0.09
C -2.716 -0.444 -0.080 -0.529 -0.079 -0.239 -0.55
O 0.285 -1.404 0.398 1.653 1.883 -0.132 -0.75
H 0.958 -1.926 -0.054 0.026 0.156 0.077 0.47
H -0.428 1.878 0.105 -0.396 0.302 1.099 0.24
H 1.126 0.123 1.550 -0.053 0.284 -0.250 0.19
H -3.121 -1.220 0.549 -0.199 0.491 0.814 0.23
H -3.387 -0.078 -0.844 0.396 -0.671 -0.938 0.23
H 2.769 -0.210 -0.325 0.139 0.073 0.008 0.21
H 1.572 0.392 -1.481 -0.034 0.012 -0.055 0.22
H 2.235 1.475 -0.248 -0.027 0.009 0.050 0.22

---

No. 13
14
Properties=species:S:1:pos:R:3:forces:R:3:nbo_charge:R:1 method="wB97M-V/def2-TZVPD" gap_ev=9.5 smiles="C=CC(=C)CO" de_lowest_ev=2.6195
C -0.840 -0.836 0.797 3.270 1.244 0.163 -0.06
C -0.863 1.782 -0.558 1.194 0.430 0.202 -0.35
C 0.343 1.173 -0.514 -1.234 0.988 -1.259 -0.25
C 1.736 -0.732 0.181 -0.122 0.104 0.369 -0.40
O -1.118 -1.855 -0.112 0.206 -0.322 -0.833 -0.72
C 0.600 -0.026 0.217 -2.736 -2.060 1.227 -0.05
H -0.524 -1.745 -0.876 -0.402 -0.157 0.484 0.48
H -0.534 -1.236 1.765 -0.073 -0.277 0.017 0.16
H -1.737 -0.244 0.960 0.318 0.435 -0.197 0.17
H -1.041 2.596 -1.255 0.124 0.009 0.192 0.20
H -1.617 1.631 0.201 -0.178 -0.407 -0.325 0.19
H 1.134 1.553 -1.164 -0.092 -0.181 0.018 0.21
H 1.923 -1.541 0.883 -0.301 -0.231 -0.407 0.21
H 2.537 -0.519 -0.524 0.025 0.426 0.351 0.20

---

No. 14
14
Properties=species:S:1:pos:R:3:forces:R:3:nbo_charge:R:1 method="wB97M-V/def2-TZVPD" gap_ev=9.5 de_lowest_ev=4.5603
C -1.855 0.424 0.199 -0.012 0.033 0.014 -0.62
C -0.432 0.107 -0.164 -0.317 -0.094 0.291 0.15
C 0.637 -0.480 0.751 -0.046 -0.002 0.013 -0.43
C 1.729 -0.296 -0.319 0.142 0.039 -0.038 -0.51
C 0.835 0.377 -1.405 0.198 -0.148 -0.023 0.17
O -0.277 -0.523 -1.401 0.027 0.042 -0.077 -0.54
H -1.900 1.009 1.121 0.004 -0.070 -0.125 0.22
H -2.387 -0.520 0.352 0.056 0.104 -0.021 0.23
H -2.348 0.972 -0.608 0.082 -0.070 0.108 0.24
H 0.818 0.141 1.634 -0.022 -0.094 -0.127 0.21
H 0.408 -1.503 1.067 0.020 0.145 -0.016 0.22
H 2.565 0.332 -0.002 -0.130 -0.069 -0.069 0.21
H 2.116 -1.230 -0.737 -0.026 0.126 0.038 0.23
H 0.091 1.190 -0.489 0.023 0.058 0.031 0.21

---

No. 15
14
Properties=species:S:1:pos:R:3:forces:R:3:nbo_charge:R:1 method="wB97M-V/def2-TZVPD" gap_ev=10.7 smiles="CC1(C=O)CC1" de_lowest_ev=1.2842
C 0.463 -1.433 0.551 -0.011 0.065 0.021 -0.60
C 0.065 -0.104 -0.109 -0.034 0.089 -0.057 -0.16
C -1.161 0.742 0.301 -0.100 -0.131 -0.080 -0.40
C 0.193 1.290 0.553 0.161 -0.045 -0.026 -0.40
C 0.341 -0.098 -1.555 0.203 -0.380 -0.277 0.44
O 0.846 -1.048 -2.109 -0.196 0.522 -0.136 -0.53
H 0.192 -1.268 1.576 0.056 -0.494 0.859 0.20
H -0.040 -2.349 0.176 -0.227 0.945 0.001 0.23
H 1.531 -1.726 0.480 -0.472 0.833 -0.006 0.23
H -1.763 1.217 -0.478 0.270 -0.311 0.084 0.22
H -1.761 0.444 1.160 0.279 -0.224 -0.180 0.23
H 0.530 1.379 1.584 0.013 -0.352 -0.230 0.23
H 0.512 2.140 -0.058 0.017 -0.448 0.034 0.22
H 0.062 0.822 -2.114 0.041 -0.069 -0.007 0.11

---

No. 16
14
Properties=species:S:1:pos:R:3:forces:R:3:nbo_charge:R:1 method="wB97M-V/def2-TZVPD" gap_ev=9.6 de_lowest_ev=5.1444
C 1.341 0.533 -1.905 0.042 -0.088 0.048 -0.42
C 1.577 -0.585 -1.226 0.022 0.126 -0.131 -0.37
C -0.309 -1.099 0.712 -0.093 -0.085 -0.657 0.27
C -0.442 0.090 1.617 0.118 -0.375 0.371 -0.59
C -1.740 0.384 0.876 -0.125 0.050 0.281 -0.08
O -1.571 -0.927 0.275 0.185 -0.136 -0.309 -0.49
H 0.675 0.546 -2.764 0.081 -0.005 0.122 0.19
H 1.814 1.475 -1.638 -0.070 -0.125 -0.018 0.19
H 2.237 -0.608 -0.363 -0.058 0.020 -0.176 0.20
H 1.104 -1.528 -1.480 0.125 0.148 -0.041 0.21
H 0.288 0.808 1.992 0.010 -0.266 -0.390 0.24
H -0.603 -0.720 2.378 -0.453 1.013 0.636 0.26
H -2.668 0.488 1.444 0.002 -0.112 -0.094 0.19
H -1.702 1.143 0.082 0.212 -0.165 0.358 0.20

---

No. 17
14
Properties=species:S:1:pos:R:3:forces:R:3:nbo_charge:R:1 method="wB97M-V/def2-TZVPD" gap_ev=9.3 smiles="C=C[C@H](C)C=O" de_lowest_ev=2.6263
C -1.584 -0.492 0.243 0.056 0.143 0.033 -0.60
C -0.095 -0.794 0.039 0.174 0.226 -0.098 -0.35
C 0.663 -0.035 -1.033 -0.195 0.529 -0.658 -0.27
C 0.639 1.302 -0.931 -0.240 -0.030 -1.529 -0.30
O 0.905 0.992 1.393 -0.185 -1.184 1.214 -0.54
C 0.862 -0.178 1.085 -0.170 0.213 1.349 0.46
H -1.742 0.557 0.504 0.015 -0.096 -0.061 0.22
H -2.009 -1.100 1.051 0.199 0.118 -0.135 0.21
H -2.148 -0.713 -0.670 0.187 0.053 0.148 0.22
H 0.061 -1.882 0.000 0.079 0.377 -0.118 0.22
H 1.503 -0.546 -1.502 -0.031 0.165 0.221 0.21
H -0.217 1.848 -0.540 0.303 -0.284 0.204 0.20
H 1.526 1.905 -1.099 -0.238 0.011 -0.848 0.20
H 1.634 -0.863 1.459 0.046 -0.240 0.279 0.12